1.
This record from OMol25 describes a cluster of 2 separate species, C23H39BrI2O4P in total. The level of theory is wB97M-V/def2-TZVPD.

Values from the calculation:
Total energy = -128197.9857 eV
Spin multiplicity = 1
Total charge = +1

Positions of all 70 atoms, in Å:
C  3.1733  0.1128  2.7801
C  2.6635  1.5351  2.5270
C  2.1595  1.8095  1.0947
C  2.8872  2.9488  0.3488
C  3.6280  2.5129  -0.9181
C  4.6699  1.4177  -0.6911
C  5.1315  0.7195  -1.9749
C  4.0078  0.1662  -2.8723
C  2.8348  -0.5156  -2.1476
C  2.6505  -1.9991  -2.4606
C  1.4740  -2.5866  -1.6718
C  0.1183  -2.4417  -2.3984
C  -0.9315  -1.6244  -1.6266
C  -2.0056  -2.4944  -0.9552
C  -2.8331  -1.6768  -0.0097
C  -2.5481  -1.4160  1.2717
P  -1.0459  -2.1781  1.9812
O  -1.7988  -3.3412  2.8418
Br  -0.5102  -0.6770  3.6055
C  -3.4875  -0.5577  2.0649
O  -3.6343  -0.6919  3.2502
C  -4.2629  0.4550  1.2807
I  -4.9141  2.1148  2.3242
C  -4.6034  0.2042  0.0193
C  -5.5021  1.0291  -0.8446
C  -7.0398  0.8077  -0.7259
C  -7.6980  0.4711  -2.0736
I  -7.6053  -0.6516  0.7580
C  -4.0908  -1.0688  -0.5837
O  -4.6565  -1.5869  -1.5179
H  3.6934  -0.2748  1.9033
H  3.8808  0.0736  3.6154
H  2.3566  -0.5748  3.0039
H  3.4799  2.2343  2.7467
H  1.8541  1.7696  3.2279
H  2.2357  0.8867  0.5147
H  1.0939  2.0420  1.1394
H  2.1632  3.7180  0.0714
H  3.5996  3.4400  1.0208
H  2.8999  2.2027  -1.6716
H  4.1397  3.3913  -1.3233
H  4.2882  0.6722  0.0116
H  5.5491  1.8523  -0.2038
H  5.7002  1.4413  -2.5692
H  5.8396  -0.0703  -1.7102
H  3.6342  0.9794  -3.4973
H  4.4549  -0.5522  -3.5651
H  2.9321  -0.4155  -1.0645
H  1.9004  -0.0091  -2.4171
H  3.5729  -2.5498  -2.2555
H  2.4600  -2.1096  -3.5332
H  1.6696  -3.6345  -1.4391
H  1.4106  -2.0594  -0.7131
H  -0.2810  -3.4318  -2.6282
H  0.2875  -1.9445  -3.3562
H  -0.4375  -1.0335  -0.8474
H  -1.4286  -0.9089  -2.2873
H  -2.6681  -2.9066  -1.7171
H  -1.5349  -3.3334  -0.4379
H  -1.2986  -3.6528  3.6059
H  -5.2310  0.8354  -1.8817
H  -5.2891  2.0806  -0.6420
H  -7.4698  1.7219  -0.3294
H  -8.2687  1.3269  -2.4367
H  -8.3910  -0.3630  -1.9992
H  -6.9480  0.2044  -2.8172
O  1.9008  2.0432  5.7646
H  2.8558  2.2347  5.6562
H  1.4255  2.7349  6.2688
H  1.7376  1.1424  6.1168



2.
This record from OMol25 describes a cluster of 11 separate species, C23H39Cl20F3N2O4S in total. The level of theory is wB97M-V/def2-TZVPD.

Values from the calculation:
SMILES = CC(=O)OCCN1C[C@H](S)[N@H+](CCC(F)=C(F)F)[C@H](C(=O)[O-])C1.ClCCl.ClCCl.ClCCl.ClCCl.ClCCl.ClCCl.ClCCl.ClCCl.ClCCl.ClCCl
Total energy = -305086.9751 eV
Spin multiplicity = 1

Positions of all 92 atoms, in Å:
C  2.0996  -2.9744  2.9040
C  2.1601  -2.1824  1.6378
O  3.0716  -2.2808  0.8662
O  1.0923  -1.3858  1.4080
C  1.4631  -0.0577  0.9775
C  0.1886  0.7958  0.7226
N  -0.9774  0.1799  1.3502
C  -2.1740  0.2979  0.5207
C  -3.1915  -0.7369  0.9935
S  -4.8581  -0.3039  0.4671
N  -3.0236  -1.0231  2.4716
C  -4.2144  -1.6378  3.1105
C  -4.6572  -2.9393  2.4517
C  -3.5690  -3.9582  2.4076
F  -3.2101  -4.5690  3.5583
C  -2.8857  -4.2279  1.2853
F  -1.5809  -4.4055  1.1841
F  -3.4798  -4.3009  0.1027
C  -2.4584  0.0991  3.3188
C  -3.5020  1.1013  3.8399
O  -3.2166  1.5630  4.9492
O  -4.4636  1.3457  3.1054
C  -1.3087  0.8243  2.6195
H  1.4993  -3.8701  2.6925
H  3.0938  -3.2956  3.1901
H  1.5840  -2.4328  3.6939
H  2.0283  0.3718  1.8057
H  2.0636  -0.1455  0.0780
H  0.3694  1.7977  1.1067
H  0.0568  0.8130  -0.3567
H  -1.9550  0.1267  -0.5287
H  -2.6153  1.2935  0.6719
H  -2.9652  -1.6700  0.4817
H  -4.6681  0.9877  0.1860
H  -2.2937  -1.7374  2.5039
H  -3.9091  -1.8716  4.1322
H  -5.0360  -0.9344  3.1857
H  -5.0445  -2.8180  1.4410
H  -5.4911  -3.3179  3.0479
H  -2.0370  -0.3972  4.1916
H  -0.4289  0.7706  3.2590
H  -1.5608  1.8759  2.4685
C  2.1035  3.7344  -1.3949
Cl  1.6019  2.3511  -2.3839
Cl  2.3450  3.2573  0.2891
H  3.0347  4.1368  -1.7781
H  1.3235  4.4855  -1.4335
C  -1.9183  4.7472  4.2019
Cl  -2.2966  4.2771  2.5416
Cl  -0.2866  4.2454  4.6656
H  -1.9842  5.8253  4.2794
H  -2.6318  4.2614  4.8587
C  4.5837  2.4672  -4.8561
Cl  3.9167  4.1064  -4.7550
Cl  6.3484  2.4803  -4.8999
H  4.2595  1.9121  -3.9834
H  4.2173  1.9986  -5.7606
C  0.5017  -7.2901  1.7283
Cl  0.8377  -5.8782  2.7417
Cl  0.4153  -8.7794  2.6779
H  -0.4490  -7.1422  1.2309
H  1.2996  -7.3868  1.0026
C  1.1360  0.5680  -5.7232
Cl  0.0239  0.0071  -4.4747
Cl  2.6175  -0.4007  -5.7730
H  0.6471  0.4933  -6.6852
H  1.4011  1.5980  -5.5081
C  4.8748  7.3134  -2.8432
Cl  5.3387  8.6650  -1.8016
Cl  4.7464  5.8000  -1.9422
H  3.9130  7.5349  -3.2895
H  5.6298  7.1904  -3.6104
C  8.4353  7.0398  0.3093
Cl  7.9989  5.6457  -0.6841
Cl  8.6601  6.6028  2.0070
H  9.3627  7.4542  -0.0663
H  7.6370  7.7694  0.2422
C  3.0719  -9.2194  5.2210
Cl  2.5341  -9.7584  6.8168
Cl  4.0348  -7.7392  5.3104
H  3.6794  -10.0000  4.7798
H  2.1996  -9.0205  4.6114
C  -2.9699  -1.3195  -7.2649
Cl  -3.3471  -1.9349  -5.6557
Cl  -1.9054  0.0954  -7.2008
H  -2.4734  -2.1000  -7.8281
H  -3.8948  -1.0295  -7.7498
C  -6.0969  1.3731  -6.7816
Cl  -6.5732  0.0148  -7.8131
Cl  -5.8566  0.8778  -5.1053
H  -5.1647  1.7775  -7.1578
H  -6.8774  2.1230  -6.8152



3.
This record from OMol25 describes a cluster of 13 separate species, C23H39F5N8O31 in total. The level of theory is wB97M-V/def2-TZVPD.

Values from the calculation:
Total energy = -113440.1728 eV
Spin multiplicity = 2
<S²> = 0.754
Total charge = -1

Positions of all 106 atoms, in Å:
C  0.2188  0.9672  -0.3682
C  -0.3228  0.4023  -1.6705
O  -1.5720  -0.1930  -1.3778
C  -1.8027  0.0169  -0.1235
O  -2.8798  -0.2382  0.3324
O  -0.8684  0.8081  0.3935
F  0.4097  -0.7003  -2.1013
H  0.4086  2.0324  -0.4996
H  0.9835  0.4296  0.1925
H  -0.3789  1.2070  -2.4036
C  2.3423  -2.6841  0.9431
C  2.0692  -4.0686  1.4743
O  2.1183  -3.9504  2.9111
C  2.2031  -2.6110  3.1852
O  2.0842  -2.1748  4.2981
O  2.3272  -1.8815  2.1219
F  2.9539  -4.9996  0.9672
H  1.5887  -2.3885  0.2132
H  3.3239  -2.6202  0.4735
H  1.0926  -4.3882  1.1108
C  2.1686  1.0750  4.8873
C  1.5497  1.6097  3.6067
O  0.6119  2.5725  4.1543
C  1.0696  2.9379  5.3821
O  0.6714  3.7796  6.1938
O  2.0595  2.1537  5.7619
F  0.7915  0.6263  3.1335
H  3.1982  0.7982  4.6607
H  1.5114  0.2679  5.2110
H  2.2976  2.0457  2.9443
C  -1.2919  -2.5794  3.0812
C  -2.7265  -2.2139  3.2288
O  -3.4348  -2.9773  2.3220
C  -2.5209  -3.3889  1.2901
O  -2.7975  -3.8410  0.1971
O  -1.2034  -3.0227  1.7262
F  -2.8811  -0.8679  3.1005
H  -1.1087  -3.3905  3.7859
H  -0.6136  -1.7595  3.3174
H  -3.1176  -2.4476  4.2190
C  7.1083  1.4044  0.7653
C  6.2675  2.6315  0.9703
O  4.9733  2.0994  1.3553
C  4.8695  0.8336  0.7560
O  3.9029  0.0706  0.6928
O  6.1231  0.5796  0.2522
F  6.1922  3.4076  -0.1658
H  7.6045  1.0039  1.6494
H  7.9955  1.6489  0.1813
H  6.6757  3.0723  1.8798
C  2.3104  4.4067  -2.2557
N  2.0974  3.2350  -3.1286
O  2.0713  2.1720  -2.5481
O  1.8895  3.3384  -4.3175
H  3.2558  4.9029  -2.4750
H  2.2138  3.9968  -1.2503
H  1.5140  5.0806  -2.5715
C  3.6418  -1.1240  -2.2194
N  4.0858  -0.6240  -3.5627
O  5.1263  -0.9837  -4.0736
O  3.3125  0.1060  -4.1972
H  2.9953  -1.9711  -2.4486
H  3.1323  -0.3181  -1.6910
H  4.5500  -1.3223  -1.6502
C  -5.6446  0.1344  1.8080
N  -6.8116  0.8536  1.2824
O  -6.6783  1.3176  0.1677
O  -7.7281  1.1142  2.0347
H  -5.7308  -0.8226  1.2934
H  -5.7792  0.0245  2.8841
H  -4.7970  0.7683  1.5473
C  -3.0421  4.3502  -1.4658
N  -1.6375  4.0532  -0.8854
O  -1.5755  3.5968  0.2824
O  -0.7121  4.0730  -1.7366
H  -3.2195  5.3714  -1.1283
H  -3.8023  3.6950  -1.0406
H  -2.9427  4.1671  -2.5356
C  -0.1360  -0.2785  -5.3566
N  -0.3815  0.1947  -6.7116
O  -1.4853  0.2923  -7.2745
O  0.6384  0.4340  -7.3555
H  -0.6731  -1.2256  -5.3051
H  -0.6030  0.6153  -4.9431
H  0.9196  -0.4679  -5.1620
C  -2.7625  2.1756  3.0481
N  -3.6043  3.3592  3.2466
O  -2.9905  4.4374  3.0475
O  -4.7329  3.2294  3.5916
H  -1.7494  2.4251  3.3633
H  -2.6527  1.8505  2.0135
H  -3.2867  1.3571  3.5415
C  -0.5142  -5.4017  -2.6659
N  0.5436  -4.4418  -2.3465
O  1.3118  -4.7965  -1.4346
O  0.7161  -3.3140  -2.9397
H  -1.3260  -4.7510  -2.9907
H  -0.8074  -5.9898  -1.7962
H  -0.1226  -5.9938  -3.4931
C  -3.7563  -2.3645  -2.4018
N  -5.1495  -2.9322  -2.3800
O  -6.1411  -2.2044  -2.2277
O  -5.2874  -4.1497  -2.6673
H  -3.0376  -3.1787  -2.4950
H  -3.6708  -1.9061  -1.4166
H  -3.5993  -1.6610  -3.2195



4.
This record from OMol25 describes a structure of composition C23H39GaO2Si. The level of theory is wB97M-V/def2-TZVPD.

Values from the calculation:
Spin multiplicity = 1
Energy above the lowest of the compared OMol25 structures with the same formula, charge and spin = 160.72 kJ/mol

Positions of all 66 atoms, in Å:
O  1.9916  0.5037  -5.1085
C  2.4026  1.6126  -6.0248
C  2.2091  0.8207  -7.2811
H  3.4419  1.9068  -5.8367
H  1.7077  2.4525  -5.9362
C  1.8473  -0.3382  -6.2823
H  3.1295  0.5910  -7.8184
H  1.4095  1.1591  -7.9474
C  2.8871  -1.4357  -6.3569
H  3.8886  -1.0699  -6.6158
H  2.5721  -2.0786  -7.1731
H  2.8805  -2.0643  -5.4704
C  0.4507  -0.9087  -6.5326
H  -0.1529  -0.1901  -7.1361
H  -0.0351  -1.3146  -5.6420
H  0.6136  -1.7718  -7.1879
Ga  2.6673  0.7225  -2.1320
C  -1.4416  -0.1387  0.9984
C  -1.7353  1.1571  1.5294
C  -2.6987  1.8153  0.7156
H  -1.3013  1.5657  2.4252
C  -3.1571  0.8696  -0.2366
C  -2.3474  -0.3101  -0.0781
H  -2.3977  -1.2005  -0.6819
H  -0.6593  -0.8372  1.3330
H  -3.0314  2.8419  0.8293
H  -4.0149  1.0095  -0.8871
C  2.1517  -1.6586  0.0860
C  0.8416  -1.8911  -0.3901
C  0.8313  -1.8438  -1.7983
H  0.0046  -2.1612  0.2422
C  2.1856  -1.6844  -2.2348
C  3.0029  -1.4856  -1.0376
H  4.0879  -1.4643  -0.9358
H  2.4432  -1.7128  1.1344
H  -0.0749  -1.9239  -2.4314
H  2.5997  -1.9900  -3.1992
O  -2.2368  0.3419  -3.0289
C  -2.3551  0.0707  -4.4533
C  -3.1102  1.2553  -5.1111
H  -2.8541  -0.8667  -4.6405
H  -1.3450  0.0149  -4.9211
C  -2.8662  2.3229  -4.0370
H  -4.1902  1.1120  -5.2674
H  -2.6769  1.5167  -6.0776
C  -1.8312  1.7633  -3.0347
H  -3.7767  2.4514  -3.4179
H  -2.6119  3.3018  -4.4777
H  -2.0146  2.2364  -2.0465
H  -0.7416  1.9086  -3.2981
C  3.5420  1.1767  1.3687
Si  2.2040  2.3653  0.7446
C  0.7960  2.4116  2.0228
C  3.0191  4.0498  0.6228
C  1.3769  1.7958  -0.8590
H  4.2555  1.7540  1.9838
H  4.0653  0.7819  0.4839
H  3.1365  0.3499  1.9811
H  0.9124  2.9408  2.9822
H  -0.0763  2.9042  1.5414
H  0.5940  1.3532  2.2932
H  3.7265  4.0444  -0.2209
H  2.3065  4.8769  0.4979
H  3.5921  4.2253  1.5459
H  0.4410  1.2774  -0.6340
H  1.0863  2.6452  -1.4769



5.
This record from OMol25 describes an isolated molecule of C23H39N2O4P. The level of theory is wB97M-V/def2-TZVPD.

Values from the calculation:
SMILES = C#C[C@](C#N)(P(O)O)[C@@](C#N)(CCCCCCCCCCOC)OC[C@@H](C)C(C)C
Total energy = -44938.1744 eV
Spin multiplicity = 1

Positions of all 69 atoms, in Å:
C  2.5612  1.3325  -0.8036
C  1.4482  1.5101  -1.2105
C  -0.0232  1.4733  -1.4451
C  -0.2544  2.1817  -2.7582
N  -0.3533  2.6209  -3.8207
P  -0.8113  2.5677  -0.0869
O  -0.0153  2.3391  1.3587
O  -2.4590  2.3162  0.0414
C  -0.5725  0.0096  -1.6338
C  0.0809  -0.5318  -2.9308
N  0.6075  -1.0009  -3.8453
C  -0.1591  -0.9884  -0.5338
C  -0.8209  -0.7686  0.8651
C  0.3057  -0.6743  1.9207
C  -0.1702  -0.6050  3.3993
C  0.9097  0.1270  4.2487
C  2.3781  -0.2730  3.9128
C  3.1704  0.8900  3.2403
C  4.5880  0.4897  2.7831
C  4.6159  -0.6648  1.7340
C  5.6659  -0.4433  0.6164
O  5.3050  -1.1379  -0.5662
C  5.6482  -0.4292  -1.7365
O  -1.9460  0.1044  -1.9036
C  -2.6299  -1.1406  -1.8707
C  -3.9613  -0.9357  -2.6245
C  -4.7396  -2.2801  -2.7550
C  -4.8369  0.1724  -1.9039
C  -4.6696  1.5690  -2.5887
C  -6.3597  -0.1454  -1.9216
H  3.4952  1.2098  -0.2835
H  -0.5246  2.6959  2.1000
H  -2.6590  1.9195  0.9077
H  0.9342  -0.8969  -0.3974
H  -0.3126  -2.0391  -0.8246
H  -1.5581  0.0480  0.9061
H  -1.3844  -1.6946  1.0961
H  0.8915  -1.6099  1.8221
H  1.0120  0.1275  1.6467
H  -1.1868  -0.1997  3.5294
H  -0.1969  -1.6513  3.7646
H  0.7432  -0.0649  5.3227
H  0.8073  1.2141  4.0629
H  2.4821  -1.2121  3.3476
H  2.8893  -0.4449  4.8803
H  3.2959  1.6530  4.0358
H  2.5946  1.3948  2.4433
H  5.2768  0.2905  3.6224
H  5.0146  1.3809  2.2734
H  3.6090  -0.8292  1.3116
H  4.9097  -1.5892  2.2661
H  6.6934  -0.6722  0.9651
H  5.6826  0.6441  0.3667
H  5.4949  -1.0896  -2.6058
H  5.0023  0.4565  -1.9147
H  6.6969  -0.0779  -1.7441
H  -2.1052  -1.9634  -2.3916
H  -2.8623  -1.4800  -0.8437
H  -3.8057  -0.5651  -3.6529
H  -5.1693  -2.5638  -1.7792
H  -5.5208  -2.2303  -3.5262
H  -4.0318  -3.0738  -3.0606
H  -4.4683  0.2136  -0.8615
H  -5.4748  2.2164  -2.2067
H  -3.7004  2.0156  -2.3273
H  -4.7893  1.4319  -3.6745
H  -6.9570  0.7269  -1.6006
H  -6.6998  -0.4180  -2.9343
H  -6.6209  -0.9575  -1.2226



6.
This record from OMol25 describes a cluster of 8 separate species, C23H39N3O16 in total. The level of theory is wB97M-V/def2-TZVPD.

Values from the calculation:
Total energy = -61703.8896 eV
Spin multiplicity = 2
<S²> = 0.754
Total charge = -1

Positions of all 81 atoms, in Å:
C  0.9205  7.6231  -16.6934
N  2.3586  7.3580  -16.4631
O  2.9601  6.9420  -17.5145
O  2.6825  7.3850  -15.2988
H  0.5248  6.6269  -16.8911
H  0.8781  8.4567  -17.3944
H  0.4474  7.9733  -15.7760
C  -2.1772  3.6060  -14.6748
N  -0.9086  3.7418  -15.4444
O  -1.0066  3.1949  -16.4836
O  -0.0532  4.5231  -15.0778
H  -2.3370  4.5914  -14.2372
H  -2.0526  2.8609  -13.8891
H  -3.1361  3.4021  -15.1512
C  -3.3036  6.1107  -18.0382
N  -4.1386  4.9294  -18.3612
O  -3.9782  3.9007  -17.7375
O  -4.9789  5.0755  -19.2536
H  -3.8543  7.0373  -18.2006
H  -2.4253  6.1391  -18.6831
H  -3.1073  6.0479  -16.9679
O  5.0424  2.1344  -13.4506
C  4.1642  1.9858  -14.3280
O  4.3554  1.2606  -15.3630
C  3.1902  0.7524  -15.9700
C  2.0548  1.4691  -15.1279
C  2.7809  2.5567  -14.2938
H  3.2026  -0.3358  -15.9070
H  3.0394  1.1444  -16.9758
H  1.4873  0.6911  -14.6174
H  1.2741  1.7391  -15.8390
H  2.4492  2.6294  -13.2580
H  2.8157  3.5414  -14.7598
O  -3.8878  0.4827  -14.5973
C  -3.8687  0.5684  -13.3817
O  -2.8005  0.3227  -12.6211
C  -2.9824  0.5823  -11.2709
C  -4.4399  0.8496  -11.1145
C  -4.9697  0.9414  -12.5092
H  -2.3633  1.4277  -10.9709
H  -2.6650  -0.3217  -10.7511
H  -4.6998  1.7635  -10.5802
H  -4.9666  0.1266  -10.4917
H  -5.1895  2.0012  -12.6385
H  -5.8274  0.2946  -12.6937
O  0.4174  -2.4750  -15.3061
C  -0.5157  -1.8493  -15.7151
O  -0.3788  -0.7518  -16.4926
C  -1.6848  -0.2397  -16.9791
C  -2.6198  -1.4452  -16.7194
C  -2.0359  -2.1384  -15.5674
H  -1.6966  -0.0102  -18.0446
H  -2.0248  0.6120  -16.3899
H  -2.6750  -2.1612  -17.5394
H  -3.5841  -1.0133  -16.4516
H  -2.4285  -3.1520  -15.4872
H  -2.4248  -1.9328  -14.5702
O  -2.5117  7.1987  -14.6522
C  -1.9442  8.1112  -14.1165
O  -1.9252  9.3825  -14.5780
C  -1.1453  10.2355  -13.7695
C  -0.3327  9.3140  -12.9479
C  -1.1557  8.0505  -12.8152
H  -1.8149  10.8692  -13.1880
H  -0.5349  11.0107  -14.2328
H  -0.1446  9.8017  -11.9914
H  0.5752  9.2375  -13.5462
H  -1.7625  8.1533  -11.9156
H  -0.5165  7.1677  -12.8064
O  -2.0017  5.2153  -9.4300
C  -0.9820  5.0338  -10.0335
O  -0.8075  4.0219  -10.8772
C  0.4582  3.9313  -11.3928
C  1.0742  5.3180  -11.2137
C  0.3745  5.9075  -9.9568
H  0.4786  3.7741  -12.4712
H  0.8799  3.0682  -10.8776
H  0.9879  5.9009  -12.1307
H  2.1527  5.3331  -11.0564
H  0.3097  6.9790  -9.7676
H  0.8878  5.4545  -9.1086